Molecular formula: C45H41LaN15OS2
Method: DFT, ωB97M-V/def2-TZVPD

**Energy above the lowest of the compared OMol25 structures with the same formula, charge and spin**: 85.9 kJ/mol
**HOMO**: -10.325 eV
**Orbital gap**: 7.3 eV
**Net charge**: +1

Last column: Mulliken charge in e.
Positions of all 105 atoms, in Å:
La -0.79 -0.34 -1.50  1.54
C -5.59 0.35 -4.87  -0.89
S -5.32 -0.95 -3.64  0.04
C -3.57 -1.01 -3.56  0.36
S -2.59 0.38 -3.89  -0.50
N -3.14 -2.20 -3.23  -1.58
N -1.80 -2.30 -2.94  1.21
C -1.23 -3.32 -3.42  -1.05
C 0.22 -3.51 -3.29  0.92
C 0.83 -4.58 -3.92  -1.00
C 2.21 -4.69 -3.88  -0.57
C 2.93 -3.73 -3.20  -1.27
C 2.24 -2.70 -2.58  -0.37
N 0.92 -2.58 -2.61  0.57
H -6.63 0.25 -5.18  0.38
H -5.42 1.33 -4.44  0.25
H -4.94 0.18 -5.72  0.32
H -1.80 -4.04 -4.01  0.43
H 0.22 -5.31 -4.45  0.52
H 2.71 -5.51 -4.38  0.43
H 4.01 -3.77 -3.15  0.53
H 2.78 -1.93 -2.04  0.69
C 3.84 -3.26 1.24  -1.05
N 2.45 -2.99 0.89  1.10
C 1.85 -1.85 0.53  -1.19
N 0.60 -2.09 0.18  0.35
C 0.49 -3.44 0.33  -0.80
N 1.58 -4.02 0.76  -1.10
C 4.51 -2.19 2.06  0.90
C 5.90 -2.10 1.99  -0.99
C 6.59 -1.20 2.77  -0.71
C 5.91 -0.35 3.62  -0.99
C 4.52 -0.41 3.69  0.04
C 3.83 -1.34 2.92  -0.03
C 3.82 0.53 4.55  0.56
N 4.32 1.35 5.40  -0.47
N 3.26 2.06 5.94  -0.48
C 2.19 1.61 5.37  0.57
O 2.47 0.63 4.47  -0.22
C 0.81 2.06 5.55  -0.11
C 0.54 3.11 6.42  -0.95
C -0.76 3.56 6.56  -0.66
C -1.78 2.98 5.83  -0.97
C -1.52 1.92 4.96  0.90
C -2.67 1.29 4.21  -1.13
N -2.26 0.43 3.12  1.33
C -1.55 0.73 2.03  -1.19
N -1.40 -0.36 1.29  0.92
C -2.06 -1.31 2.00  -0.93
N -2.59 -0.89 3.11  -1.03
C -0.22 1.46 4.83  -0.22
H 4.40 -3.43 0.32  0.42
H 3.83 -4.21 1.79  0.35
H 2.33 -0.89 0.59  0.90
H -0.41 -3.99 0.13  0.58
H 6.44 -2.76 1.31  0.45
H 7.68 -1.16 2.72  0.43
H 6.43 0.37 4.24  0.53
H 2.75 -1.40 3.02  0.79
H 1.36 3.56 6.97  0.54
H -0.98 4.37 7.24  0.41
H -2.80 3.35 5.93  0.47
H -3.33 2.07 3.81  0.46
H -3.26 0.67 4.88  0.40
H -1.17 1.71 1.80  0.52
H -2.14 -2.34 1.68  0.47
H 0.01 0.62 4.18  0.90
C -6.25 -1.07 1.36  -0.55
C -6.04 0.28 1.59  -0.71
C -5.03 0.96 0.93  -0.47
C -4.22 0.28 0.03  0.00
C -4.43 -1.07 -0.20  -0.05
C -5.45 -1.75 0.45  -1.14
N -3.09 0.88 -0.62  1.45
N -3.02 2.10 -0.48  -0.79
C -1.85 2.78 -0.89  0.02
C -1.97 4.17 -0.80  -0.67
C -0.87 4.97 -1.04  -0.67
C 0.35 4.38 -1.35  -0.92
C 0.44 2.99 -1.44  0.08
C -0.64 2.13 -1.21  0.16
H -7.04 -1.60 1.88  0.43
H -6.67 0.81 2.30  0.44
H -4.86 2.02 1.10  0.60
H -3.81 -1.59 -0.93  0.52
H -5.62 -2.80 0.25  0.48
H -2.93 4.59 -0.55  0.48
H -0.95 6.05 -0.98  0.38
H 1.22 4.99 -1.52  0.44
H 1.41 2.58 -1.69  0.28
C 1.17 2.27 -6.38  -1.34
C 1.57 1.64 -5.09  0.67
C 2.75 1.68 -4.37  -1.31
C 2.51 0.92 -3.21  0.34
N 1.28 0.43 -3.22  0.55
N 0.73 0.88 -4.37  0.26
C 3.47 0.66 -2.10  -1.29
H 2.06 2.55 -6.95  0.38
H 0.59 3.18 -6.20  0.26
H 0.56 1.60 -6.98  0.36
H 3.65 2.20 -4.63  0.49
H -0.24 0.65 -4.59  -0.18
H 4.07 1.55 -1.91  0.47
H 4.16 -0.15 -2.35  0.43
H 2.95 0.41 -1.18  0.08


Molecular formula: C45H41LaN8O
Method: DFT, ωB97M-V/def2-TZVPD

**Energy above the lowest of the compared OMol25 structures with the same formula, charge and spin**: 0.0 kJ/mol
**HOMO**: -4.723 eV
**Orbital gap**: 4.2 eV

Last column: Mulliken charge in e.
Positions of all 96 atoms, in Å:
La 0.46 0.06 0.25  1.88
C 1.28 2.35 1.61  0.65
C 1.33 1.27 2.52  0.34
C 2.40 0.42 2.14  0.66
C 3.01 0.98 0.98  0.36
C 2.31 2.17 0.65  0.46
C 2.72 3.18 -0.39  -1.48
C 4.30 0.54 0.35  -1.90
C 2.98 -0.71 2.95  -1.41
C 0.50 1.13 3.77  -1.60
C 0.44 3.59 1.72  -1.65
H 2.16 3.10 -1.32  0.21
H 3.78 3.07 -0.63  0.41
H 2.57 4.19 0.00  0.36
H 4.20 0.33 -0.72  0.31
H 4.69 -0.36 0.83  0.44
H 5.05 1.32 0.45  0.40
H 3.24 -1.57 2.34  0.22
H 2.30 -1.04 3.73  0.34
H 3.90 -0.38 3.44  0.34
H -0.52 1.47 3.60  0.33
H 0.92 1.74 4.58  0.27
H 0.47 0.10 4.12  0.42
H -0.05 3.85 0.78  0.30
H 1.06 4.44 2.01  0.42
H -0.34 3.48 2.48  0.37
C -5.48 1.31 1.14  -0.92
N -4.06 1.49 0.87  0.99
C -2.98 0.93 1.43  -0.81
N -1.90 1.30 0.77  0.22
C -2.38 2.12 -0.20  -0.54
N -3.68 2.26 -0.16  -1.15
C -5.77 0.74 2.50  0.81
C -6.37 1.53 3.48  -0.89
C -6.66 0.99 4.73  -0.73
C -6.32 -0.31 5.02  -0.96
C -5.69 -1.10 4.06  0.05
C -5.44 -0.58 2.79  -0.19
C -5.25 -2.44 4.41  0.59
N -5.44 -3.08 5.51  -0.48
N -4.78 -4.27 5.41  -0.48
C -4.22 -4.30 4.24  0.63
O -4.48 -3.16 3.55  -0.22
C -3.32 -5.30 3.70  -0.18
C -2.99 -6.42 4.48  -0.99
C -2.08 -7.33 3.99  -0.73
C -1.45 -7.13 2.77  -0.70
C -1.78 -6.03 2.00  0.51
C -1.06 -5.76 0.69  -0.93
N -0.20 -4.59 0.76  1.55
C -0.52 -3.30 0.89  -0.69
N 0.58 -2.56 0.91  0.06
C 1.58 -3.49 0.80  -0.66
N 1.14 -4.72 0.71  -1.08
C -2.74 -5.13 2.45  0.02
H -5.89 0.65 0.36  0.33
H -5.95 2.29 1.02  0.41
H -3.01 0.27 2.28  0.75
H -1.76 2.61 -0.93  0.47
H -6.61 2.56 3.27  0.42
H -7.15 1.60 5.47  0.40
H -6.52 -0.74 6.00  0.53
H -5.00 -1.20 2.03  0.84
H -3.46 -6.54 5.45  0.53
H -1.84 -8.21 4.58  0.41
H -0.71 -7.84 2.42  0.43
H -1.77 -5.62 -0.13  0.25
H -0.40 -6.58 0.44  0.40
H -1.52 -2.91 0.94  0.57
H 2.63 -3.26 0.76  0.50
H -3.03 -4.29 1.84  0.79
C -0.87 -0.76 -1.52  -1.93
C -1.72 -1.39 -2.18  1.51
C -2.66 -2.09 -2.91  -0.74
C -3.94 -1.46 -3.20  0.38
C -4.08 -0.06 -3.06  -0.51
C -5.29 0.56 -3.31  -0.54
C -6.41 -0.17 -3.70  -0.54
C -6.29 -1.55 -3.81  -0.66
C -5.09 -2.19 -3.56  -0.38
C -2.29 -3.45 -3.31  0.03
C -1.39 -4.20 -2.53  -0.48
C -1.06 -5.50 -2.86  -0.27
C -1.61 -6.11 -3.98  -0.62
C -2.44 -5.36 -4.80  -0.64
C -2.76 -4.05 -4.49  -0.43
H -3.22 0.52 -2.78  0.39
H -5.36 1.64 -3.20  0.40
H -7.34 0.33 -3.91  0.39
H -7.16 -2.13 -4.10  0.38
H -5.05 -3.26 -3.62  0.52
H -0.95 -3.72 -1.66  0.41
H -0.36 -6.06 -2.24  0.42
H -1.37 -7.13 -4.23  0.37
H -2.84 -5.81 -5.71  0.37
H -3.36 -3.47 -5.18  0.58


Molecular formula: C45H42As2MnN7S
Method: DFT, ωB97M-V/def2-TZVPD

**2S+1**: 2
**HOMO (alpha / beta)**: -15.706 / -15.705 eV
**Orbital gap (alpha / beta)**: 6.9 / 7.2 eV
**⟨S²⟩**: 0.966
**Net charge**: +3

Last column: Mulliken spin population.
Positions of all 98 atoms, in Å:
Mn 0.05 -0.90 0.25  1.59
C -1.02 -3.09 -2.14  -0.01
C -0.50 -2.72 -0.79  -0.26
N -1.38 -2.36 0.22  -0.06
N -3.38 -1.14 0.99  0.00
C -2.69 -0.68 2.11  0.01
N -3.50 -0.29 3.07  0.00
S -1.01 -0.61 2.38  -0.05
C 0.73 -3.33 -0.24  0.04
C 1.37 -4.48 -0.65  -0.03
C 2.51 -4.86 0.06  0.01
C 2.95 -4.08 1.12  -0.02
C 2.27 -2.91 1.43  0.01
N 1.19 -2.54 0.75  -0.05
H -1.84 -2.46 -2.46  0.00
H -1.41 -4.11 -2.07  -0.01
H -0.24 -3.08 -2.89  0.00
H -4.50 -0.42 2.96  0.00
H -3.14 0.09 3.93  0.00
H 0.99 -5.07 -1.46  0.00
H 3.03 -5.77 -0.20  0.00
H 3.81 -4.37 1.70  0.00
H 2.59 -2.26 2.24  0.00
C 0.24 1.56 -2.28  0.00
C -1.29 1.41 -2.24  0.00
As -1.67 0.69 -0.46  -0.07
C -2.46 2.21 0.42  0.00
C -1.74 3.41 0.48  0.00
C -2.33 4.54 1.00  0.00
C -3.64 4.50 1.46  0.00
C -4.36 3.32 1.38  0.00
C -3.78 2.18 0.86  0.00
C -3.14 -0.61 -0.42  -0.03
C -4.32 -0.44 -1.28  0.01
C -5.10 -1.49 -1.56  0.00
C -4.77 -2.84 -1.13  0.00
C -3.65 -3.12 -0.46  -0.01
C -2.77 -2.02 -0.01  0.03
As 0.99 -0.24 -2.08  -0.05
C 2.89 -0.11 -1.95  0.01
C 3.53 1.12 -1.96  0.00
C 4.92 1.18 -1.84  0.00
C 5.65 0.01 -1.71  0.00
C 5.01 -1.23 -1.70  0.00
C 3.63 -1.29 -1.82  -0.02
C 0.72 -0.86 -3.91  0.00
C 1.86 -0.93 -4.72  0.00
C 1.73 -1.20 -6.08  0.00
C 0.47 -1.40 -6.63  0.00
C -0.66 -1.32 -5.83  0.00
C -0.54 -1.05 -4.48  0.00
H 0.60 2.18 -1.45  0.00
H 0.58 1.99 -3.22  0.00
H -1.64 0.74 -3.02  0.00
H -1.81 2.36 -2.35  0.00
H -0.72 3.47 0.11  0.00
H -1.77 5.47 1.04  0.00
H -4.10 5.39 1.86  0.00
H -5.39 3.29 1.72  0.00
H -4.37 1.28 0.78  0.00
H -4.52 0.53 -1.70  0.00
H -5.97 -1.36 -2.19  0.00
H -5.43 -3.65 -1.42  0.00
H -3.36 -4.13 -0.21  0.00
H -1.25 -2.87 1.10  0.01
H 2.98 2.05 -2.07  0.00
H 5.42 2.13 -1.87  0.00
H 6.73 0.05 -1.62  0.00
H 5.58 -2.14 -1.62  0.00
H 3.13 -2.25 -1.84  0.00
H 2.84 -0.77 -4.32  0.00
H 2.61 -1.25 -6.69  0.00
H 0.37 -1.61 -7.69  0.00
H -1.64 -1.47 -6.26  0.00
H -1.44 -0.98 -3.89  0.00
C 3.60 1.10 1.66  0.00
C 2.70 0.25 1.04  0.00
N 1.38 0.50 1.00  -0.05
C 0.95 1.63 1.58  0.00
C 1.78 2.54 2.22  0.00
C 3.14 2.26 2.25  0.00
C 1.22 3.77 2.83  0.00
C 0.69 3.86 4.05  0.00
C 0.49 2.78 5.03  0.00
C -0.09 3.07 6.26  0.00
C -0.25 2.01 7.14  0.00
N 0.12 0.77 6.84  0.00
C 0.67 0.61 5.64  0.00
N 0.86 1.53 4.71  0.00
H 4.65 0.84 1.66  0.00
H 3.06 -0.63 0.54  0.00
H -0.11 1.80 1.60  0.00
H 3.82 2.94 2.75  0.00
H 1.29 4.67 2.23  0.00
H 0.37 4.85 4.37  0.00
H -0.38 4.07 6.53  0.00
H -0.69 2.16 8.12  0.00
H 0.98 -0.40 5.39  0.00


| no. | DFT total energy (eV) |
| --- | --- |
| 1 | -94255.855 |
| 2 | -62156.550 |
| 3 | -221584.272 |